Entry 1:
Here is a structure of composition C41H53As3NO8RbS3 from OMol25. Energies are from the ωB97M-V functional and the def2-TZVPD basis.

```
110
C41H53As3NO8RbS3 | OMol25 | the ωB97M-V functional and the def2-TZVPD basis
Rb 0.422 -0.280 -0.417
C 0.182 -2.865 3.842
As 0.184 -1.162 2.828
C -1.668 -0.698 3.258
C 0.918 -0.001 4.255
C 2.438 0.237 4.356
C 3.170 -1.102 4.305
C 2.919 1.194 3.252
As 3.176 0.503 1.418
C 5.091 0.025 1.578
C 3.482 2.262 0.621
C 2.639 0.941 5.720
As 4.356 1.273 6.651
C 5.779 1.291 5.297
C 4.739 -0.521 7.364
H -0.177 -2.719 4.865
H 1.177 -3.310 3.868
H -0.485 -3.561 3.328
H -1.837 -0.817 4.332
H -2.333 -1.352 2.696
H -1.820 0.344 2.973
H 0.560 -0.438 5.195
H 0.400 0.951 4.111
H 2.952 -1.610 3.362
H 2.848 -1.757 5.120
H 4.252 -0.982 4.364
H 3.867 1.654 3.535
H 2.184 1.994 3.135
H 5.660 0.812 2.080
H 5.488 -0.112 0.571
H 5.214 -0.915 2.118
H 4.193 2.834 1.223
H 2.523 2.776 0.556
H 3.868 2.137 -0.390
H 2.084 0.399 6.495
H 2.165 1.924 5.655
H 5.744 2.217 4.727
H 5.734 0.449 4.610
H 6.723 1.258 5.844
H 3.893 -0.850 7.968
H 5.616 -0.455 8.009
H 4.922 -1.255 6.583
O -1.888 -2.254 0.291
S -2.782 -3.433 0.159
C -4.245 -2.866 -0.760
C -3.909 -1.970 -1.953
C -4.537 -0.578 -1.847
C -4.053 0.344 -2.965
S -2.473 1.165 -2.522
O -1.845 0.171 -1.602
C -3.156 2.451 -1.484
C -2.914 2.398 -0.125
C -3.345 3.443 0.683
C -4.016 4.518 0.120
C -4.255 4.559 -1.251
C -3.817 3.526 -2.064
C -2.026 -4.431 -1.121
C -0.839 -3.983 -1.678
C -0.203 -4.758 -2.643
C -0.766 -5.965 -3.033
C -1.953 -6.413 -2.458
C -2.585 -5.649 -1.489
H -4.833 -2.334 -0.009
H -4.791 -3.771 -1.033
H -4.233 -2.455 -2.878
H -2.829 -1.836 -2.016
H -4.271 -0.148 -0.878
H -5.629 -0.647 -1.878
H -4.767 1.128 -3.219
H -3.836 -0.230 -3.870
H -2.349 1.572 0.290
H -3.082 3.418 1.733
H -4.324 5.347 0.745
H -4.754 5.414 -1.691
H -3.949 3.577 -3.139
H -0.405 -3.047 -1.351
H 0.742 -4.413 -3.050
H -0.267 -6.572 -3.778
H -2.375 -7.366 -2.754
H -3.494 -6.003 -1.014
O -1.217 2.473 2.656
C -0.344 2.521 1.754
O 0.392 1.558 1.413
C -0.149 3.878 1.079
C -0.272 4.968 1.947
C -0.126 6.279 1.532
C 0.133 6.513 0.183
C 0.240 5.453 -0.691
C 0.112 4.099 -0.297
S 0.253 2.891 -1.559
H -0.509 4.745 2.981
H -0.217 7.097 2.238
H 0.247 7.527 -0.188
H 0.428 5.633 -1.743
O 2.380 -3.831 -3.028
C 2.362 -3.263 -1.920
O 1.999 -2.101 -1.631
C 2.849 -4.113 -0.726
C 2.882 -3.588 0.562
C 3.296 -4.362 1.640
C 3.682 -5.679 1.449
C 3.639 -6.182 0.159
C 3.233 -5.432 -0.929
N 4.043 -7.585 -0.053
O 4.370 -8.239 0.924
O 3.929 -8.051 -1.169
H 2.573 -2.558 0.701
H 3.315 -3.940 2.637
H 4.005 -6.308 2.265
H 3.203 -5.840 -1.928
```

The value obtained for the LUMO energy is 0.1277 Ha. For the gap between HOMO and LUMO, the calculation gives 4.8766 eV. The energy comes out at -276924.204 eV. Its charge is -2. The calculation puts the highest occupied orbital energy at -1.40 eV.

Entry 2:
Here is a structure of composition C24H22Cl2O2Zn at a distorted geometry from OMol25. Energies are from the ωB97M-V functional and the def2-TZVPD basis.

```
51
C24H22Cl2O2Zn | OMol25 | the ωB97M-V functional and the def2-TZVPD basis
C 6.350 0.057 1.434
O 5.564 1.202 1.032
C 4.371 0.922 0.456
C 3.531 1.996 0.063
C 2.298 1.769 -0.490
C 1.816 0.432 -0.728
C 0.527 0.243 -1.306
C -0.134 -0.971 -1.647
C -1.424 -0.920 -2.294
C -2.098 -2.077 -2.604
C -1.564 -3.358 -2.291
O -2.286 -4.462 -2.593
C -1.669 -5.730 -2.265
C -0.295 -3.432 -1.676
C 0.382 -2.278 -1.382
C 2.700 -0.622 -0.333
C 3.922 -0.401 0.242
H 7.233 0.523 1.851
H 5.831 -0.542 2.189
H 6.611 -0.572 0.578
H 3.894 3.003 0.229
H 1.629 2.607 -0.747
H -0.019 1.168 -1.542
H -1.843 0.073 -2.523
H -3.063 -2.052 -3.095
H -2.410 -6.441 -2.604
H -0.725 -5.871 -2.801
H -1.499 -5.830 -1.189
H 0.188 -4.392 -1.423
H 1.338 -2.454 -0.926
H 2.466 -1.664 -0.449
H 4.525 -1.283 0.520
Cl 0.551 5.926 2.135
Zn -0.723 4.597 1.010
Cl -0.556 3.797 -0.986
C -1.602 3.095 2.464
C -0.450 2.257 2.165
C -0.912 1.073 1.537
C -2.332 1.164 1.350
C -2.767 2.438 1.886
C -4.111 2.794 1.834
C -5.052 1.861 1.376
C -4.637 0.588 0.933
C -3.283 0.237 0.918
H -1.685 3.779 3.305
H 0.585 2.539 2.364
H -0.329 0.189 1.297
H -4.414 3.787 2.177
H -6.116 2.112 1.368
H -5.383 -0.129 0.591
H -2.934 -0.748 0.591
```

The value obtained for the LUMO energy is 0.1646 Ha. For the gap between HOMO and LUMO, the calculation gives 3.6819 eV. The energy comes out at -102804.018 eV. Its charge is -2. The calculation puts the highest occupied orbital energy at 0.80 eV.

Entry 3:
Here is a structure of composition C31H57N2O2P2SW at a distorted geometry from OMol25. Energies are from the ωB97M-V functional and the def2-TZVPD basis.

```
96
C31H57N2O2P2SW | OMol25 | the ωB97M-V functional and the def2-TZVPD basis
C -0.990 -2.960 1.669
C 1.377 -2.663 1.419
C -0.800 -4.149 2.344
C 1.574 -3.795 2.246
C 0.498 -4.544 2.680
H -1.685 -4.727 2.613
H 2.600 -4.065 2.495
H 0.639 -5.434 3.291
N 0.066 -2.246 1.198
P -2.416 -0.578 1.166
P 2.243 -0.686 -0.475
C -2.357 -2.426 1.287
H -2.649 -2.859 0.314
H -3.108 -2.766 2.016
C 2.396 -1.941 0.771
H 3.416 -2.210 1.065
C 2.796 -1.673 -2.039
C 3.592 0.611 -0.093
C -3.818 -0.102 -0.016
C -2.674 -0.071 2.961
C 2.286 -0.891 -3.250
H 2.647 0.142 -3.282
H 2.620 -1.394 -4.170
H 1.189 -0.865 -3.252
C 4.313 -1.902 -2.121
H 4.896 -0.983 -2.237
H 4.683 -2.469 -1.257
H 4.506 -2.518 -3.013
C 2.144 -3.059 -2.005
H 2.418 -3.606 -2.920
H 2.482 -3.650 -1.145
H 1.047 -2.996 -1.977
C 3.906 1.422 -1.365
H 3.017 1.962 -1.720
H 4.670 2.174 -1.112
H 4.311 0.811 -2.179
C 3.084 1.588 0.975
H 2.286 2.237 0.599
H 2.727 1.068 1.873
H 3.925 2.233 1.276
C 4.864 -0.038 0.473
H 5.320 -0.773 -0.194
H 5.606 0.760 0.636
H 4.665 -0.515 1.439
C -2.789 1.462 3.027
H -2.935 1.744 4.081
H -1.880 1.960 2.662
H -3.642 1.851 2.455
C -1.458 -0.523 3.786
H -1.352 -1.615 3.799
H -0.517 -0.082 3.428
H -1.607 -0.188 4.823
C -3.934 -0.720 3.571
H -3.948 -0.473 4.644
H -4.860 -0.333 3.134
H -3.930 -1.814 3.482
C -4.088 -1.274 -0.966
H -4.538 -2.137 -0.458
H -4.790 -0.946 -1.748
H -3.166 -1.599 -1.466
C -3.321 1.097 -0.841
H -2.476 0.822 -1.491
H -4.140 1.443 -1.489
H -3.005 1.942 -0.213
C -5.132 0.252 0.695
H -5.531 -0.600 1.260
H -5.043 1.126 1.352
H -5.877 0.504 -0.077
W -0.173 -0.466 0.154
C -0.186 1.422 0.594
O -0.226 2.566 0.931
N -0.736 -1.184 -1.573
C -0.810 -1.906 -2.514
C -1.286 -2.269 -3.907
C -0.464 -3.446 -4.429
C -2.746 -2.697 -3.815
C -1.121 -1.054 -4.813
H 0.599 -3.187 -4.525
H -0.556 -4.308 -3.755
H -0.832 -3.749 -5.418
H -3.388 -1.853 -3.545
H -3.099 -3.085 -4.781
H -2.859 -3.495 -3.067
H -1.452 -1.296 -5.832
H -1.720 -0.209 -4.450
H -0.071 -0.738 -4.867
C 0.111 5.322 -0.386
S -0.004 4.034 -1.654
C 0.197 5.055 -3.116
O 1.232 3.194 -1.565
H -0.366 6.227 -0.775
H 1.171 5.489 -0.167
H -0.419 4.963 0.502
H 1.263 5.274 -3.229
H -0.171 4.465 -3.963
H -0.399 5.966 -3.007
```

The value obtained for the LUMO energy (alpha / beta) is -0.4117 / -0.4093 Ha. For the gap between HOMO and LUMO (alpha / beta), the calculation gives 4.6235 / 4.7058 eV. As for the spin multiplicity: 3. The energy comes out at -71357.982 eV. Its charge is +3. The calculation puts the highest occupied orbital energy (alpha / beta) at -15.83 / -15.84 eV.

Entry 4:
Here is an isolated molecule of C16H23NOS from OMol25. Energies are from the ωB97M-V functional and the def2-TZVPD basis.

```
42
C16H23NOS | OMol25 | the ωB97M-V functional and the def2-TZVPD basis
C -3.197 -0.506 -2.901
C -2.798 0.211 -1.648
C -3.036 -0.336 -0.394
C -2.648 0.329 0.755
C -2.016 1.562 0.667
C -1.808 2.138 -0.578
C -2.186 1.459 -1.719
H -2.006 1.909 -2.684
H -1.351 3.111 -0.670
S -1.556 2.367 2.184
C 0.098 3.038 1.799
H 0.082 3.468 0.802
C 1.197 1.982 1.896
N 0.968 0.855 1.012
C 1.187 1.050 -0.309
O 1.532 2.136 -0.740
C 1.010 -0.149 -1.216
H 1.107 0.230 -2.235
H 0.007 -0.566 -1.103
C 2.072 -1.227 -0.974
C 1.743 -2.186 0.172
C 2.789 -3.298 0.235
H 2.551 -4.005 1.026
H 3.775 -2.882 0.432
H 2.829 -3.840 -0.707
C 1.662 -1.470 1.521
H 1.467 -2.214 2.297
H 2.621 -0.998 1.746
C 0.558 -0.411 1.575
H 0.273 -0.229 2.612
H -0.332 -0.781 1.054
H 0.766 -2.641 -0.032
H 2.175 -1.817 -1.888
H 3.035 -0.746 -0.786
H 1.279 1.615 2.920
H 2.138 2.463 1.607
H 0.270 3.824 2.533
H -2.835 -0.101 1.728
H -3.523 -1.298 -0.312
H -2.355 -0.572 -3.588
H -3.550 -1.511 -2.681
H -3.995 0.036 -3.407
```

The value obtained for the LUMO energy is 0.0283 Ha. For the gap between HOMO and LUMO, the calculation gives 8.8440 eV. The energy comes out at -31339.292 eV. The calculation puts the highest occupied orbital energy at -8.07 eV.

Entry 5:
Here is a structure of composition C12H26O5S from OMol25. Energies are from the ωB97M-V functional and the def2-TZVPD basis.

```
44
C12H26O5S | OMol25 | the ωB97M-V functional and the def2-TZVPD basis
C -1.858 2.902 -0.332
C -1.023 1.630 -0.111
C -1.520 0.417 -0.920
C -1.859 -0.846 -0.119
C -2.680 -0.631 1.150
C -2.839 -1.947 1.944
C -1.925 -2.127 3.143
C -1.704 -0.936 4.086
O -0.389 -1.194 4.651
S 0.508 -1.674 3.436
O 1.560 -2.503 3.884
O 0.762 -0.544 2.607
O -0.607 -2.586 2.760
H -1.228 3.787 -0.243
H -2.281 2.915 -1.335
H -2.658 3.000 0.401
H -0.955 1.413 0.953
H -0.007 1.859 -0.433
H -2.375 0.684 -1.541
H -0.727 0.145 -1.619
H -2.454 -1.502 -0.762
H -0.957 -1.410 0.131
H -2.224 0.125 1.782
H -3.674 -0.266 0.887
H -2.589 -2.768 1.269
H -3.865 -2.112 2.268
H -2.336 -2.923 3.768
H -1.658 0.042 3.619
H -2.407 -0.992 4.908
C 3.741 0.616 -0.942
C 2.418 0.248 -1.590
O 1.980 1.159 -2.583
C 2.837 1.327 -3.697
C 3.090 0.053 -4.485
H 3.687 1.614 -0.506
H 3.977 -0.096 -0.151
H 4.566 0.605 -1.656
H 1.632 0.258 -0.834
H 2.457 -0.772 -1.991
H 3.786 1.780 -3.387
H 2.333 2.055 -4.331
H 3.609 -0.701 -3.893
H 3.708 0.273 -5.356
H 2.147 -0.377 -4.828
```

The value obtained for the LUMO energy is 0.0243 Ha. For the gap between HOMO and LUMO, the calculation gives 10.2835 eV. The energy comes out at -33937.211 eV. The calculation puts the highest occupied orbital energy at -9.62 eV.

Entry 6:
Here is a cluster of 5 separate species, C5H20NO5 in total at a distorted geometry from OMol25. Energies are from the ωB97M-V functional and the def2-TZVPD basis.

```
31
C5H20NO5 | OMol25 | the ωB97M-V functional and the def2-TZVPD basis
C 1.306 -1.020 0.596
N 0.301 0.137 0.663
C -1.141 -0.281 0.422
C 0.789 0.930 -1.806
C 0.749 1.170 -0.291
C 2.253 1.546 0.188
O 3.223 0.791 -0.251
H 0.885 -1.831 0.143
H 1.536 -1.145 1.679
H 2.235 -0.750 0.107
H -1.570 0.408 -0.147
H -1.109 -1.400 -0.046
H -1.592 -0.481 1.437
H 1.676 0.145 -1.893
H -0.037 0.510 -2.324
H 1.048 1.828 -2.393
H 0.030 2.012 -0.123
H 2.601 2.456 -0.301
H 2.331 1.885 1.396
H -1.477 -3.421 0.337
H -1.336 -2.908 1.816
O -2.000 -3.259 1.204
H -1.965 -1.644 -1.978
H -0.341 -2.079 -1.991
O -1.278 -2.388 -2.070
H -3.511 1.470 -0.643
H -2.371 1.695 -1.484
O -3.370 1.670 -1.510
H 0.718 0.733 2.610
H 0.730 2.028 3.150
O 0.686 1.193 3.503
```

The value obtained for the LUMO energy is 0.1087 Ha. For the gap between HOMO and LUMO, the calculation gives 5.6930 eV. The energy comes out at -17233.964 eV. Its charge is -1. The calculation puts the highest occupied orbital energy at -2.74 eV.

Entry 7:
Here is a structure of composition C14H34Ba2O17 at a distorted geometry from OMol25. Energies are from the ωB97M-V functional and the def2-TZVPD basis.

```
67
C14H34Ba2O17 | OMol25 | the ωB97M-V functional and the def2-TZVPD basis
Ba 2.474 4.269 -0.865
Ba 0.106 0.594 -1.111
O -1.390 3.836 -3.793
C -0.541 3.004 -3.293
O -0.276 1.873 -3.577
O -0.022 3.447 -2.288
H -1.326 4.428 -3.040
O -3.815 3.060 -1.143
C -2.907 2.599 -0.246
O -2.519 3.439 0.499
O -2.469 1.468 -0.292
H -3.516 3.972 -1.145
O 0.279 2.536 2.893
C 0.661 2.010 1.738
O 0.826 2.690 0.733
O 0.828 0.786 1.715
H 0.388 1.639 3.219
O 3.401 0.562 -3.712
C 3.317 1.625 -2.837
O 3.911 2.611 -3.205
O 2.706 1.569 -1.760
H 3.824 1.148 -4.343
C -1.389 -3.618 -0.399
C -2.404 -2.528 0.212
O -1.700 -1.331 0.476
H -0.717 -3.959 0.389
H -0.668 -3.087 -1.020
H -1.802 -4.442 -0.980
H -2.916 -2.950 1.077
H -3.172 -2.227 -0.500
H -2.355 -0.687 0.754
C 3.242 -0.514 3.764
C 1.968 -1.506 3.981
O 1.640 -1.811 2.671
H 4.130 -1.022 3.390
H 3.400 -0.056 4.741
H 2.993 0.337 3.130
H 1.139 -0.968 4.439
H 2.184 -2.394 4.576
H 1.402 -0.990 2.235
C 4.139 -1.727 -0.245
C 3.031 -2.828 -0.566
O 1.733 -2.373 -0.061
H 4.138 -0.902 -0.957
H 5.171 -2.075 -0.287
H 3.947 -1.207 0.693
H 3.273 -3.848 -0.266
H 3.018 -2.699 -1.648
H 1.853 -2.286 0.888
C 0.134 -1.590 -4.400
C -1.351 -1.260 -4.435
O -1.671 -0.640 -3.179
H 0.674 -1.889 -5.298
H 0.268 -2.163 -3.482
H 0.674 -0.668 -4.185
H -1.956 -2.098 -4.781
H -1.709 -0.701 -5.299
H -2.433 -0.075 -3.322
C -3.656 1.120 4.814
C -3.759 1.349 3.282
O -2.460 1.707 2.911
H -2.794 0.471 4.967
H -4.582 0.582 5.016
H -3.828 2.107 5.245
H -4.439 2.095 2.871
H -3.868 0.439 2.691
H -2.461 1.749 1.952
```

The value obtained for the LUMO energy is -0.0673 Ha. For the gap between HOMO and LUMO, the calculation gives 6.2038 eV. The energy comes out at -51268.436 eV. The calculation puts the highest occupied orbital energy at -8.04 eV.

Entry 8:
Here is a structure of composition FH6HfO3Pb at a distorted geometry from OMol25. Energies are from the ωB97M-V functional and the def2-TZVPD basis.

```
12
FH6HfO3Pb | OMol25 | the ωB97M-V functional and the def2-TZVPD basis
Pb 21.469 -21.610 24.829
Hf 27.040 -19.071 25.731
F 24.349 -19.958 24.158
O 27.599 -22.126 24.438
H 27.941 -22.395 23.585
H 27.238 -22.927 24.815
O 26.040 -16.397 23.933
H 25.219 -15.970 24.179
H 26.373 -15.875 23.203
O 23.869 -18.490 20.727
H 24.602 -19.033 20.437
H 23.468 -18.987 21.440
```

The value obtained for the LUMO energy is -0.9178 Ha. For the gap between HOMO and LUMO, the calculation gives 2.6697 eV. The energy comes out at -15427.315 eV. Its charge is +5. The calculation puts the highest occupied orbital energy at -27.64 eV.

The lowest energy belongs to which entry?
C41H53As3NO8RbS3